<i>
The molecule CH5IN2. Source: the Open Molecules 2025 dataset; level of theory: ωB97M-V/def2-TZVPD.

Output
SMILES string ... CNNI

Geometry (Å):
C1 0.938 -0.582 0.042
N1 0.276 0.683 -0.333
N2 -1.056 0.917 0.238
I1 -2.565 -0.508 -0.188
H1 1.212 -0.376 1.128
H2 0.112 -1.280 -0.075
H3 1.767 -0.684 -0.748
H4 0.125 0.906 -1.299
H5 -0.809 0.922 1.234


<ii>
A cluster of 2 separate species, CH5IN2 in total. Source: the Open Molecules 2025 dataset; level of theory: ωB97M-V/def2-TZVPD.

Geometry (Å):
C1 -0.489 -0.824 0.456
N1 -0.909 0.390 0.193
N2 -0.757 1.155 -0.842
I1 2.902 -0.131 0.120
H1 1.795 0.841 -0.528
H2 -0.083 -1.490 -0.241
H3 -0.521 -1.308 1.389
H4 -1.179 0.883 1.018
H5 -0.760 0.485 -1.566


Going by the computed energies, the most stable comes first: <i>, <ii>.